(1)
C50H39Cl2NO3P3Tl | wB97M-V/def2-TZVPD

Element x y z (Å)
Tl: -0.318 -0.666 -2.186
O: -2.553 -3.073 -1.913
C: -2.569 -1.998 -1.442
C: -3.801 -1.254 -1.026
C: -4.942 -2.046 -0.856
C: -6.151 -1.481 -0.496
C: -6.235 -0.106 -0.324
C: -5.101 0.678 -0.461
C: -3.861 0.125 -0.782
P: -2.365 1.216 -0.793
C: -2.225 1.579 1.001
C: -1.155 2.397 1.363
C: -0.955 2.771 2.682
C: -1.832 2.330 3.666
C: -2.888 1.501 3.320
C: -3.079 1.115 1.996
C: -3.034 2.813 -1.400
C: -3.563 3.799 -0.567
C: -3.993 5.009 -1.098
C: -3.902 5.247 -2.463
C: -3.368 4.274 -3.299
C: -2.923 3.070 -2.769
H: -4.857 -3.111 -1.038
H: -7.028 -2.106 -0.371
H: -7.182 0.357 -0.070
H: -5.172 1.748 -0.302
H: -0.473 2.740 0.597
H: -0.114 3.403 2.941
H: -1.687 2.624 4.700
H: -3.571 1.148 4.085
H: -3.894 0.447 1.754
H: -3.634 3.631 0.501
H: -4.399 5.769 -0.440
H: -4.232 6.195 -2.872
H: -3.288 4.454 -4.364
H: -2.472 2.330 -3.419
O: 0.251 -0.630 1.518
P: 1.212 -1.533 2.201
C: 2.965 -1.254 1.767
P: 3.125 -0.377 0.176
O: 2.238 -0.861 -0.915
C: 4.869 -0.601 -0.248
C: 5.160 -0.854 -1.588
C: 6.480 -1.024 -1.990
C: 7.506 -0.944 -1.058
C: 7.218 -0.688 0.278
C: 5.903 -0.513 0.683
C: 2.980 1.392 0.493
C: 2.482 2.164 -0.555
C: 2.494 3.550 -0.467
C: 2.999 4.168 0.669
C: 3.487 3.402 1.721
C: 3.486 2.017 1.632
C: 1.137 -1.414 4.005
C: 2.238 -1.521 4.853
C: 2.065 -1.463 6.230
C: 0.793 -1.308 6.765
C: -0.311 -1.218 5.924
C: -0.141 -1.272 4.549
C: 0.942 -3.281 1.856
C: 1.739 -4.287 2.404
C: 1.460 -5.614 2.122
C: 0.387 -5.941 1.295
C: -0.407 -4.942 0.749
C: -0.130 -3.611 1.036
H: 3.467 -2.213 1.648
H: 3.458 -0.684 2.555
H: 4.345 -0.923 -2.301
H: 6.705 -1.223 -3.031
H: 8.534 -1.085 -1.369
H: 8.020 -0.626 1.005
H: 5.689 -0.305 1.728
H: 2.094 1.669 -1.439
H: 2.110 4.146 -1.286
H: 3.018 5.250 0.734
H: 3.876 3.885 2.611
H: 3.884 1.435 2.456
H: 3.236 -1.656 4.448
H: 2.925 -1.538 6.887
H: 0.662 -1.261 7.839
H: -1.304 -1.104 6.344
H: -0.992 -1.192 3.880
H: 2.571 -4.035 3.059
H: 2.079 -6.400 2.539
H: 0.175 -6.982 1.077
H: -1.237 -5.190 0.097
H: -0.728 -2.810 0.621
Cl: -2.853 -0.292 -4.080
C: -1.942 -0.395 -5.561
C: -2.618 -0.718 -6.715
C: -1.929 -0.775 -7.922
C: -0.554 -0.542 -7.938
C: 0.127 -0.298 -6.767
Cl: 1.843 -0.071 -6.840
C: -0.514 -0.180 -5.465
N: 0.183 0.132 -4.385
H: -3.684 -0.907 -6.674
H: -2.454 -0.998 -8.843
H: -0.002 -0.588 -8.869

Output
M = 1070.1 g/mol
LUMO (spin up / spin down) = -0.0055 / -0.0080 Eh
electronic energy = -117719.790 eV
ΔE to the lowest compared entry with this formula, charge and spin = 40.2 kJ/mol

Mulliken atomic charge list, values in e, 5 entries:
1. Tl 0.949
2. O -0.511
3. C -0.219
4. C 0.962
5. C -0.696

(2)
C19H28BrO2Ru | wB97M-V/def2-TZVPD

Element x y z (Å)
O: 0.283 0.894 0.827
C: 1.742 0.826 1.238
C: 2.000 2.271 0.925
H: 2.307 0.131 0.602
H: 1.818 0.602 2.305
C: 0.487 2.375 0.735
H: 2.564 2.399 -0.002
H: 2.385 2.867 1.756
C: 0.115 2.982 -0.587
H: 0.646 2.490 -1.413
H: 0.418 4.038 -0.569
H: -0.971 2.942 -0.721
C: -0.165 3.078 1.907
H: 0.106 2.589 2.850
H: -1.253 3.088 1.791
H: 0.190 4.118 1.932
Ru: -1.289 -0.749 0.582
C: -2.021 -2.224 2.131
C: -1.178 -3.268 1.626
C: 0.160 -2.826 1.689
H: -1.537 -4.244 1.316
C: 0.199 -1.542 2.278
C: -1.169 -1.123 2.577
H: -1.472 -0.296 3.202
H: -3.086 -2.325 2.310
H: 1.031 -3.402 1.365
H: 1.087 -1.042 2.639
C: -3.896 -0.814 -0.499
C: -3.496 -0.205 0.737
C: -2.523 0.827 0.435
H: -3.968 -0.322 1.706
C: -2.208 0.673 -0.995
C: -3.130 -0.268 -1.544
H: -3.233 -0.470 -2.607
H: -4.675 -1.561 -0.608
H: -2.325 1.683 1.065
H: -1.560 1.312 -1.584
O: 2.363 0.494 -2.750
C: 1.210 -0.151 -2.171
C: 1.642 -1.467 -1.520
H: 0.460 -0.377 -2.954
H: 0.725 0.551 -1.475
C: 2.886 -1.864 -2.324
H: 0.843 -2.211 -1.617
H: 1.859 -1.346 -0.451
C: 3.262 -0.590 -3.115
H: 2.616 -2.668 -3.020
H: 3.701 -2.213 -1.684
H: 3.144 -0.778 -4.197
H: 4.309 -0.279 -2.949
Br: -1.408 -2.605 -1.172

Output
multiplicity = 6
M = 469.4 g/mol
LUMO (spin up / spin down) = 0.0203 / -0.0322 Eh
electronic energy = -96870.255 eV
ΔE to the lowest compared entry with this formula, charge and spin = 32.2 kJ/mol
⟨S²⟩ = 8.798

Mulliken atomic charge list, values in e, 5 entries:
1. O 1.318
2. C -1.008
3. C -0.828
4. H 0.134
5. H 0.602

(3)
C59H52HfN2O3PS | wB97M-V/def2-TZVPD

Element x y z (Å)
Hf: -0.036 0.024 0.221
O: 0.149 0.131 2.129
C: -0.208 1.206 2.993
C: -0.892 2.351 2.171
C: 0.019 2.922 1.103
C: 0.665 4.137 1.197
C: 1.476 4.550 0.146
C: 1.669 3.738 -0.964
C: 1.044 2.512 -0.985
C: 1.325 1.405 -1.977
C: 2.414 0.430 -1.350
O: 1.891 -0.086 -0.150
C: 2.740 -0.729 -2.290
C: 3.614 -1.702 -1.801
C: 3.964 -2.794 -2.577
C: 3.436 -2.937 -3.859
C: 2.563 -1.979 -4.348
C: 2.219 -0.877 -3.566
C: 3.672 1.257 -1.090
C: 4.543 1.563 -2.134
C: 5.644 2.381 -1.916
C: 5.887 2.900 -0.650
C: 5.023 2.595 0.394
C: 3.919 1.780 0.172
N: 0.221 2.152 0.016
C: 1.055 1.752 3.663
C: 0.966 2.830 4.543
C: 2.101 3.337 5.155
C: 3.345 2.768 4.903
C: 3.438 1.685 4.042
C: 2.296 1.177 3.427
C: -1.141 0.649 4.065
C: -2.337 1.243 4.435
C: -3.137 0.668 5.422
C: -2.749 -0.507 6.040
C: -1.542 -1.104 5.682
C: -0.747 -0.525 4.710
H: -1.189 3.148 2.847
H: -1.776 1.932 1.688
H: 0.534 4.749 2.079
H: 1.983 5.506 0.202
H: 2.327 4.029 -1.772
H: 1.692 1.795 -2.922
H: 0.396 0.837 -2.180
H: 4.027 -1.583 -0.805
H: 4.657 -3.531 -2.187
H: 3.712 -3.785 -4.472
H: 2.148 -2.079 -5.344
H: 1.535 -0.146 -3.978
H: 4.369 1.152 -3.123
H: 6.317 2.606 -2.734
H: 6.749 3.533 -0.479
H: 5.203 2.991 1.386
H: 3.243 1.549 0.984
H: -0.001 3.266 4.775
H: 2.015 4.172 5.839
H: 4.231 3.159 5.387
H: 4.401 1.227 3.847
H: 2.369 0.330 2.758
H: -2.680 2.152 3.956
H: -4.070 1.144 5.698
H: -3.376 -0.954 6.802
H: -1.219 -2.015 6.174
H: 0.210 -0.965 4.450
N: -2.039 0.172 0.041
P: -2.967 -1.068 0.270
C: -4.058 -0.973 1.690
C: -4.504 -2.111 2.358
C: -5.442 -1.996 3.376
C: -5.942 -0.746 3.719
C: -5.498 0.392 3.058
C: -4.553 0.280 2.049
C: -2.054 -2.669 0.443
C: -0.757 -2.712 1.253
C: -0.431 -3.996 2.033
C: -0.050 -5.081 1.002
C: -1.308 -4.730 -0.742
C: -2.277 -3.636 -0.446
C: -4.076 -1.359 -1.134
C: -5.459 -1.415 -0.997
C: -6.271 -1.547 -2.121
C: -5.702 -1.624 -3.381
C: -4.318 -1.562 -3.527
C: -3.509 -1.422 -2.412
H: -4.125 -3.088 2.078
H: -5.788 -2.880 3.896
H: -6.681 -0.659 4.506
H: -5.890 1.365 3.328
H: -4.202 1.161 1.522
H: -0.669 -1.837 1.905
H: -1.321 -4.292 2.590
H: 0.765 -5.708 1.360
H: -1.442 -5.102 -1.754
H: -3.170 -3.613 -1.059
H: -5.911 -1.358 -0.014
H: -7.347 -1.586 -2.006
H: -6.335 -1.729 -4.253
H: -3.875 -1.617 -4.514
H: -2.432 -1.363 -2.525
C: 0.502 -8.832 -1.493
C: 0.222 -7.434 -1.002
C: -0.820 -7.190 -0.203
C: -1.225 -5.851 0.356
C: 0.184 -4.412 -0.390
C: 1.174 -5.095 -1.285
C: 1.163 -6.405 -1.515
S: 0.608 -2.697 -0.044
C: 0.710 -3.758 3.025
O: -0.012 -1.730 -1.089
H: -0.104 -9.569 -0.970
H: 1.555 -9.089 -1.351
H: 0.294 -8.915 -2.563
H: -1.448 -8.031 0.074
H: -2.115 -5.933 0.978
H: 1.927 -4.480 -1.769
H: 1.934 -6.784 -2.180
H: 1.585 -3.308 2.547
H: 1.025 -4.701 3.474
H: 0.388 -3.093 3.826

Output
net charge = +1
M = 1078.6 g/mol
LUMO = -0.0807 Eh
electronic energy = -92578.914 eV

Mulliken atomic charge list, values in e, 5 entries:
1. Hf 1.674
2. O 0.160
3. C 1.587
4. C -1.522
5. C -0.583